Entry 1:
Entry from the OMol25 dataset: C26H33AuBN7P as an isolated structure (ωB97M-V/def2-TZVPD).

```
69
Properties=species:S:1:pos:R:3:forces:R:3:mulliken_charge:R:1
Au 1.1307 -0.5129 0.3265 0.57 0.08 -0.14 0.622
C -2.0490 2.6230 2.4790 0.01 0.02 -0.02 -1.501
C -1.8564 1.4580 1.7270 -0.02 0.10 -0.02 -0.202
N -0.5610 1.2011 1.5607 -0.14 0.06 0.03 0.753
N 0.1006 2.1890 2.1983 0.06 -0.09 0.16 -0.201
C -0.7680 3.0470 2.7646 0.03 -0.01 -0.06 -0.154
B 1.6340 2.1497 2.4376 -0.15 0.07 0.02 -0.038
N 2.4290 2.3885 1.1453 0.18 -0.03 0.01 -0.001
C 3.2941 3.3832 0.8758 -0.09 -0.02 0.01 -0.069
C 3.8831 3.1299 -0.3451 0.00 0.00 -0.03 -1.240
C 3.3156 1.9203 -0.7595 -0.05 0.01 -0.04 -0.405
N 2.4480 1.4859 0.1470 -0.17 0.04 0.13 0.190
N 2.0216 0.7805 3.0481 -0.06 -0.01 0.03 -0.008
C 2.5247 0.5757 4.2756 -0.03 0.01 -0.03 -0.087
C 2.6886 -0.7802 4.4693 0.01 -0.01 0.01 -1.205
C 2.2475 -1.3486 3.2765 0.08 -0.01 -0.06 -0.257
N 1.8482 -0.4062 2.4265 -0.06 0.07 0.12 0.085
H -2.9737 3.0778 2.7891 0.00 -0.02 -0.01 0.472
H -2.5972 0.7890 1.3158 0.02 0.06 0.01 0.324
H -0.4122 3.8882 3.3356 -0.01 -0.01 0.01 0.487
H 1.9032 3.0129 3.2257 0.04 -0.02 -0.02 -0.158
H 3.4255 4.1956 1.5709 0.01 -0.01 0.00 0.455
H 4.6200 3.7272 -0.8525 0.00 -0.02 -0.01 0.433
H 3.4863 1.3490 -1.6588 0.01 0.01 0.00 0.435
H 2.7291 1.4127 4.9215 0.00 -0.01 0.01 0.450
H 3.0754 -1.2823 5.3380 0.00 0.01 0.00 0.404
H 2.2253 -2.3855 2.9883 0.00 0.01 0.00 0.428
C 0.7612 -3.9035 -0.9771 0.00 -0.04 -0.03 -1.761
P 0.2565 -2.7674 0.3417 -0.24 -0.04 0.14 1.359
C 0.2689 -3.8385 1.8206 0.02 -0.03 -0.03 -1.548
C -1.5287 -2.5322 0.1098 -0.04 -0.01 0.04 0.303
C -2.2243 -1.8709 1.1256 -0.04 -0.07 -0.02 -0.513
C -3.5918 -1.6683 1.0215 0.02 -0.03 -0.02 -0.502
C -4.2753 -2.1008 -0.1095 -0.01 0.00 0.01 -0.639
C -3.5871 -2.7397 -1.1302 0.03 -0.02 -0.01 -0.743
C -2.2185 -2.9612 -1.0198 -0.02 0.02 -0.01 -0.208
H 0.6581 -3.4369 -1.9551 0.00 0.00 0.02 0.502
H 0.1629 -4.8153 -0.9396 0.00 0.00 0.00 0.461
H 1.8092 -4.1646 -0.8287 0.00 0.01 -0.01 0.394
H -0.3720 -4.7039 1.6446 -0.01 0.01 0.01 0.431
H -0.1056 -3.2827 2.6791 0.03 -0.01 0.01 0.454
H 1.2783 -4.1872 2.0373 0.02 0.03 -0.02 0.481
H -1.6948 -1.5042 1.9990 0.01 -0.01 -0.02 0.166
H -4.1248 -1.1749 1.8248 0.00 -0.01 -0.01 0.457
H -5.3442 -1.9496 -0.1888 0.00 0.00 0.00 0.434
H -4.1162 -3.0856 -2.0090 0.00 0.00 0.01 0.447
H -1.7004 -3.4738 -1.8202 0.00 0.00 0.00 0.338
C -2.4542 0.5127 -1.5738 0.02 -0.02 -0.02 -0.778
N -1.7739 1.7442 -1.8833 -0.03 0.00 -0.08 0.564
C -2.4878 2.7489 -2.6282 -0.01 0.00 0.06 -0.848
C -0.3606 1.8522 -1.6231 -0.05 0.03 -0.01 0.343
C 0.3806 0.7842 -2.4111 0.07 0.03 0.03 1.076
C 0.4739 0.9612 -3.7926 0.00 0.00 0.00 -0.658
C 1.2381 0.1014 -4.5607 0.00 0.00 0.02 -0.833
C 1.9290 -0.9228 -3.9277 0.00 -0.01 0.04 -0.794
C 1.8179 -1.0975 -2.5535 -0.09 -0.04 -0.06 -0.755
C 1.0135 -0.2759 -1.7560 0.06 -0.11 -0.19 0.408
H -3.4560 0.7377 -1.2093 0.01 -0.01 0.02 0.599
H -1.8789 -0.0521 -0.8437 -0.02 0.01 0.00 -0.237
H -2.5447 -0.0878 -2.4854 0.00 0.03 -0.01 0.440
H -3.4619 2.9173 -2.1675 0.00 0.00 0.00 0.314
H -2.6581 2.3842 -3.6474 0.01 -0.01 -0.01 0.394
H -1.9150 3.6701 -2.6627 0.00 0.00 0.01 0.312
H -0.2093 1.6791 -0.5507 -0.01 0.03 -0.01 -1.599
H -0.0389 2.8572 -1.8887 0.04 -0.01 0.02 0.815
H -0.0210 1.8048 -4.2651 0.00 -0.01 0.00 0.443
H 1.3195 0.2454 -5.6295 0.00 0.00 0.00 0.428
H 2.5675 -1.5821 -4.5026 0.00 0.01 0.00 0.453
H 2.3956 -1.8896 -2.0905 -0.02 0.00 -0.01 0.583
```
Positions in Å, forces in eV/Å.

Output
gap between HOMO and LUMO (spin up / spin down): 7.2 / 5.9 eV
charge: +1
2S+1: 3
highest occupied orbital energy (spin up / spin down): -9.14 / -11.31 eV
<S²>: 2.01

---

Entry 2:
Entry from the OMol25 dataset: C26H33BrN2O3PtS as an isolated structure at a distorted geometry (ωB97M-V/def2-TZVPD).

```
67
Properties=species:S:1:pos:R:3:forces:R:3:mulliken_charge:R:1
Pt -0.8545 0.2488 -0.5960 -0.85 0.67 0.77 2.653
Br -3.1531 -5.8712 -1.5158 0.01 0.02 0.00 -0.110
C -2.4443 -4.1479 -1.2814 0.01 -0.03 -0.01 -0.367
C -2.9055 -3.3499 -0.2458 -0.05 -0.02 0.00 -0.422
C -2.3708 -2.0805 -0.0590 -0.03 0.20 0.05 -0.491
C -1.4051 -1.6299 -0.9421 0.33 -0.06 -0.09 0.550
C -0.9219 -2.4176 -1.9650 0.02 0.07 -0.06 -0.260
C -1.4525 -3.6893 -2.1369 -0.03 -0.04 -0.03 -0.659
H -3.6666 -3.7179 0.4289 0.01 0.02 0.00 0.528
H -2.7182 -1.4769 0.7705 0.00 -0.01 0.04 0.269
H -0.1395 -2.0835 -2.6287 0.02 -0.03 0.02 0.244
H -1.0877 -4.3227 -2.9340 0.00 0.01 0.00 0.475
C 2.0054 -2.1732 0.2962 0.04 -0.01 0.02 -1.357
C 1.7340 -2.0933 1.8015 0.03 0.03 -0.05 0.270
C 0.5612 -2.9837 2.2251 0.02 0.02 -0.03 -1.512
C 1.6047 -0.6794 2.3188 -0.36 -0.18 0.15 0.675
C 2.6467 -0.1332 3.0265 0.09 0.12 0.07 -0.892
C 2.5359 1.1139 3.6439 -0.05 -0.05 -0.06 -0.924
C 1.3389 1.8360 3.6227 0.08 -0.04 0.11 -0.942
C 0.2520 1.3727 2.9250 0.11 0.10 -0.55 0.832
C -1.0539 2.1357 2.9764 0.03 -0.12 -0.07 0.051
C -2.2261 1.2689 3.4510 0.02 0.03 0.00 -1.375
C -1.3808 2.8704 1.6689 0.09 0.09 0.12 -0.734
C 0.4132 0.1364 2.1673 -0.31 0.28 0.06 0.454
O -0.5422 -0.2177 1.3612 0.85 -0.41 -0.70 -1.244
H 2.1376 -3.2192 0.0156 0.04 0.02 0.00 0.514
H 2.9138 -1.6286 0.0299 -0.03 0.02 0.00 0.240
H 1.1708 -1.7893 -0.2851 -0.06 0.06 -0.02 0.179
H 2.6321 -2.4776 2.2900 -0.03 -0.03 0.03 0.642
H -0.3504 -2.7266 1.6896 -0.03 0.01 -0.01 0.182
H 0.3687 -2.9082 3.2962 0.01 0.00 -0.02 0.383
H 0.7998 -4.0242 2.0029 0.01 0.01 0.00 0.477
H 3.5711 -0.6876 3.1227 -0.02 0.01 -0.02 0.493
H 3.3845 1.5092 4.1889 -0.02 -0.01 -0.02 0.454
H 1.2663 2.7640 4.1765 -0.02 -0.04 0.02 0.517
H -0.8939 2.9093 3.7304 -0.04 0.02 0.00 0.662
H -2.5034 0.5235 2.7062 -0.01 -0.01 -0.01 0.128
H -3.0944 1.9008 3.6374 0.01 0.00 0.00 0.469
H -1.9866 0.7515 4.3803 0.00 0.00 -0.02 0.377
H -1.5399 2.1753 0.8410 -0.06 -0.08 -0.08 -0.307
H -0.5918 3.5707 1.3894 0.00 -0.03 -0.02 0.331
H -2.3052 3.4365 1.7886 0.02 0.01 -0.01 0.493
N 4.7250 3.0410 -0.6524 0.07 -0.12 -0.03 -0.333
C 4.1142 1.8880 -0.3260 0.02 0.02 0.04 0.107
O 4.2663 1.2862 0.7190 -0.09 0.13 -0.06 -0.540
C 3.1400 1.3327 -1.3410 -0.05 -0.01 -0.01 -0.054
C 3.5163 0.7751 -2.5551 0.01 0.12 -0.03 -0.060
C 2.5508 0.1706 -3.3477 0.03 0.04 -0.02 -1.124
C 1.2514 0.0946 -2.8913 -0.23 0.11 -0.08 -0.262
N 0.9002 0.6004 -1.7029 0.30 -0.27 0.62 -0.551
C 1.8173 1.2238 -0.9543 0.02 -0.17 -0.02 0.254
H 5.4247 3.4104 -0.0273 0.01 0.00 0.00 0.295
H 4.5968 3.4824 -1.5461 -0.02 0.02 0.00 0.208
H 4.5494 0.8075 -2.8786 0.00 -0.01 0.00 0.539
H 2.8012 -0.2541 -4.3099 -0.01 0.00 0.02 0.474
H 0.4682 -0.3547 -3.4835 -0.02 -0.01 0.02 0.697
H 1.5007 1.6176 0.0088 0.00 -0.09 0.06 0.374
C -3.3450 2.3319 -4.0721 -0.03 0.03 0.03 -1.044
S -3.3222 1.8049 -2.3689 -0.16 -0.02 -0.04 0.422
C -4.0847 0.2023 -2.5680 -0.01 0.02 -0.01 -0.853
O -1.8281 1.5321 -2.1098 0.25 -0.38 -0.10 -0.631
H -2.7902 1.6136 -4.6736 -0.01 0.00 0.01 0.311
H -2.8868 3.3174 -4.1151 0.02 -0.01 -0.01 0.383
H -4.3844 2.3977 -4.3957 0.02 0.01 0.02 0.442
H -5.1197 0.3603 -2.8731 0.02 -0.01 0.00 0.529
H -4.0689 -0.2990 -1.6017 -0.01 0.00 -0.01 0.182
H -3.5406 -0.3772 -3.3133 0.01 0.01 0.00 0.290
```
Positions in Å, forces in eV/Å.

Output
gap between HOMO and LUMO: 4.9 eV
charge: +2
2S+1: 1
highest occupied orbital energy: -13.82 eV

---

Entry 3:
Entry from the OMol25 dataset: C26H33ClN2O2Tl as an isolated structure at a distorted geometry (ωB97M-V/def2-TZVPD).

```
65
Properties=species:S:1:pos:R:3:forces:R:3:mulliken_charge:R:1
Tl 0.4608 -0.0576 -0.2988 7.81 -0.10 1.88 0.519
Cl -2.1628 -0.2136 2.2448 -0.17 0.35 0.67 0.061
N 0.2753 2.3240 -0.0897 -1.82 1.68 -1.07 -0.378
N -0.0285 -2.3880 0.3005 -1.69 -1.72 -0.91 -0.382
C -0.7609 2.9658 -0.5593 2.24 -1.75 0.80 0.750
C -0.7344 -3.1115 -0.5190 1.47 1.81 1.85 0.767
C 1.1662 3.2479 0.6294 -0.46 -0.66 -0.36 1.671
C 0.3226 4.5200 0.6696 -0.82 0.38 -0.17 -0.835
C 2.4327 3.4186 -0.1918 0.21 0.12 -0.19 -1.704
C 1.4943 2.6898 2.0033 0.14 0.16 0.33 -1.269
H 2.1832 3.8436 -1.1718 0.11 -0.10 0.11 0.383
H 2.9313 2.4526 -0.3392 -0.19 0.16 0.03 0.211
H 3.1177 4.0981 0.3275 0.02 -0.02 -0.09 0.454
H 0.5768 2.5568 2.5879 0.17 -0.08 -0.05 0.022
H 2.1508 3.3980 2.5246 -0.05 0.00 0.09 0.497
H 2.0162 1.7255 1.9290 -0.31 0.25 -0.10 0.128
C 0.7941 -3.2541 1.1669 -0.42 0.70 -0.53 1.827
C 0.4802 -4.6428 0.6170 -0.47 -0.52 -0.70 -0.943
C 0.3395 -3.0794 2.6051 -0.15 -0.12 0.25 -1.708
C 2.2503 -2.8600 1.0147 0.40 -0.17 0.05 -1.627
H 2.5622 -2.9814 -0.0291 0.01 0.14 0.18 0.369
H 2.8719 -3.5014 1.6490 0.05 -0.05 -0.03 0.474
H 2.4071 -1.8166 1.3161 -0.14 -0.23 -0.20 0.120
H -0.7083 -3.3868 2.7048 0.12 0.09 0.06 0.441
H 0.4307 -2.0337 2.9214 0.01 -0.16 -0.18 0.082
H 0.9565 -3.7051 3.2596 -0.06 0.03 0.05 0.485
O -0.5404 -4.4221 -0.4347 0.41 -1.62 0.36 -0.442
H 0.0452 -5.3291 1.3565 0.07 0.18 -0.21 0.293
H 1.3414 -5.1239 0.1334 -0.22 0.12 0.09 0.340
O -0.8377 4.2417 -0.2096 0.17 1.78 0.65 -0.442
H 0.8308 5.4064 0.2685 -0.15 -0.18 0.08 0.293
H -0.0743 4.7365 1.6735 0.08 -0.05 -0.32 0.324
C -1.8351 2.3619 -1.4132 0.33 0.26 0.08 -1.267
C -1.7363 -2.5640 -1.4892 0.10 -0.29 0.04 -1.282
C -1.2914 -1.3179 -2.1956 -0.36 -0.40 -1.37 -0.075
H -2.6292 -2.3150 -0.8874 0.07 -0.14 -0.13 0.188
H -2.0029 -3.3605 -2.1933 0.03 0.12 0.12 0.317
C -1.2301 -0.0772 -1.4846 -1.59 0.11 0.92 1.903
C -1.3777 1.1568 -2.1843 -0.30 0.37 -0.98 0.334
H -1.2170 0.0038 -0.0077 -3.64 -0.08 -2.15 -1.810
C -0.9651 1.1747 -3.5111 -0.76 0.25 1.04 1.398
C -0.6801 -0.0426 -4.1488 0.97 0.08 -0.89 -1.994
C -0.7606 2.4800 -4.2239 0.02 0.23 -0.26 -1.730
C -0.8765 -1.2829 -3.5256 -0.86 -0.34 1.18 1.541
H -0.3233 -0.0239 -5.1835 -0.07 0.00 0.29 0.081
C -0.6093 -2.5585 -4.2727 0.04 -0.25 -0.25 -1.871
H -0.2122 -2.3556 -5.2693 -0.01 0.09 0.02 0.373
H -1.5038 -3.1743 -4.4108 -0.04 0.03 0.06 0.326
H 0.1312 -3.1769 -3.7528 -0.08 0.05 -0.02 0.267
H -1.6635 3.0968 -4.2553 -0.03 -0.01 0.03 0.298
H -0.4428 2.3224 -5.2565 -0.04 -0.08 0.00 0.379
H 0.0210 3.0790 -3.7406 -0.08 -0.07 0.00 0.222
H -2.2282 3.1460 -2.0738 0.04 -0.11 0.19 0.353
H -2.6394 2.0443 -0.7241 0.00 0.13 -0.10 0.166
C -1.3870 2.8449 5.4802 0.02 0.14 0.15 -0.503
C -0.8892 1.5481 5.6146 -0.16 -0.29 -0.56 -0.399
C -1.1117 0.6036 4.5995 0.03 0.47 0.20 -0.464
C -1.8315 0.9857 3.4655 -0.30 -0.19 0.15 0.726
C -2.3236 2.2851 3.3144 0.14 0.14 0.38 -0.536
C -2.0997 3.2199 4.3393 0.02 -0.54 -0.35 -0.429
H -1.2217 3.5723 6.2795 -0.05 -0.23 -0.27 0.347
H -0.3364 1.2510 6.5059 -0.13 0.13 -0.22 0.359
H -0.7533 -0.4218 4.6835 -0.07 0.31 -0.01 0.296
H -2.8930 2.5455 2.4214 0.20 -0.07 0.25 0.318
H -2.5009 4.2297 4.2411 0.15 -0.27 0.03 0.387
```
Positions in Å, forces in eV/Å.

Output
gap between HOMO and LUMO (spin up / spin down): 2.7 / 2.9 eV
charge: -1
2S+1: 1
highest occupied orbital energy (spin up / spin down): -0.03 / -0.25 eV

---

Which value of 2S+1 does entry 2 give? 1